This record from the Open Molecules 2025 dataset describes a cluster of 15 separate species, C45H105N15O15 in total at a distorted geometry. The level of theory is ωB97M-V/def2-TZVPD.

Last columns: bonded neighbours and bond lengths (Å).
Geometry (Å):
1 C 1.228 4.842 -1.414  O2 1.210, N3 1.342, H6 1.101
2 O 0.736 5.177 -0.361  C1 1.210
3 N 2.360 5.291 -1.977  C1 1.342, C4 1.458, C5 1.486
4 C 3.037 4.733 -3.142  N3 1.458, H7 1.090, H8 1.090, H9 1.090
5 C 3.155 6.359 -1.315  N3 1.486, H10 1.090, H11 1.090, H12 1.090
6 H 0.785 4.019 -1.995  C1 1.101
7 H 4.091 4.552 -2.930  C4 1.090
8 H 3.046 5.463 -3.952  C4 1.090
9 H 2.556 3.833 -3.524  C4 1.090
10 H 2.655 6.795 -0.450  C5 1.090
11 H 4.114 6.019 -0.926  C5 1.090
12 H 3.372 7.103 -2.081  C5 1.090
13 C -2.610 3.143 -0.939  O14 1.218, N15 1.376, H18 1.101
14 O -2.904 3.012 0.235  C13 1.218
15 N -2.921 2.209 -1.900  C13 1.376, C16 1.488, C17 1.486
16 C -2.815 2.388 -3.374  N15 1.488, H19 1.090, H20 1.090, H21 1.090
17 C -3.740 1.031 -1.511  N15 1.486, H22 1.090, H23 1.090, H24 1.090
18 H -2.150 4.021 -1.420  C13 1.101
19 H -2.427 3.303 -3.820  C16 1.090
20 H -3.739 2.352 -3.952  C16 1.090
21 H -2.208 1.574 -3.771  C16 1.090
22 H -3.686 0.172 -2.180  C17 1.090
23 H -3.684 0.736 -0.463  C17 1.090
24 H -4.758 1.390 -1.662  C17 1.090
25 C -0.651 6.274 2.723  O26 1.252, N27 1.332, H30 1.101
26 O -0.188 7.428 2.869  C25 1.252
27 N -1.476 5.632 3.548  C25 1.332, C28 1.474, C29 1.484
28 C -1.575 4.162 3.502  N27 1.474, H31 1.090, H32 1.090, H33 1.090
29 C -1.936 6.342 4.767  N27 1.484, H34 1.090, H35 1.090, H36 1.090
30 H -0.391 5.590 1.901  C25 1.101
31 H -1.196 3.710 4.419  C28 1.090
32 H -1.119 3.669 2.643  C28 1.090
33 H -2.614 3.867 3.358  C28 1.090
34 H -3.015 6.317 4.921  C29 1.090
35 H -1.459 5.999 5.685  C29 1.090
36 H -1.716 7.405 4.663  C29 1.090
37 C -0.812 -0.017 7.376  O38 1.235, N39 1.341, H42 1.101
38 O -1.356 -0.120 8.479  C37 1.235
39 N -0.993 0.954 6.469  C37 1.341, C40 1.482, C41 1.473
40 C -0.366 0.900 5.127  N39 1.482, H43 1.090, H44 1.090, H45 1.090
41 C -1.937 2.066 6.673  N39 1.473, H46 1.090, H47 1.090, H48 1.090
42 H -0.147 -0.857 7.120  C37 1.101
43 H 0.463 0.197 5.045  C40 1.090
44 H -0.001 1.896 4.878  C40 1.090
45 H -1.055 0.543 4.362  C40 1.090
46 H -2.907 1.916 6.198  C41 1.090
47 H -2.183 2.165 7.731  C41 1.090
48 H -1.696 3.107 6.460  C41 1.090
49 C 0.561 -3.148 5.486  O50 1.236, N51 1.339, H54 1.101
50 O 1.125 -2.053 5.593  C49 1.236
51 N -0.442 -3.573 4.706  C49 1.339, C52 1.452, C53 1.499
52 C -0.857 -4.946 4.934  N51 1.452, H55 1.090, H56 1.090, H57 1.090
53 C -1.070 -2.674 3.685  N51 1.499, H58 1.090, H59 1.090, H60 1.090
54 H 0.816 -3.982 6.158  C49 1.101
55 H -1.711 -5.050 5.603  C52 1.090
56 H -0.116 -5.617 5.367  C52 1.090
57 H -1.115 -5.361 3.960  C52 1.090
58 H -2.136 -2.479 3.799  C53 1.090
59 H -0.524 -1.731 3.681  C53 1.090
60 H -0.920 -3.104 2.694  C53 1.090
61 C 6.374 -1.078 0.280  O62 1.220, N63 1.333, H66 1.101
62 O 6.374 -2.263 0.568  C61 1.220
63 N 5.563 -0.440 -0.564  C61 1.333, C64 1.461, C65 1.528
64 C 5.739 0.967 -0.918  N63 1.461, H67 1.090, H68 1.090, H69 1.090
65 C 4.393 -1.166 -1.226  N63 1.528, H70 1.090, H71 1.090, H72 1.090
66 H 7.156 -0.389 0.632  C61 1.101
67 H 4.792 1.471 -0.727  C64 1.090
68 H 5.860 1.068 -1.997  C64 1.090
69 H 6.474 1.480 -0.299  C64 1.090
70 H 3.490 -0.561 -1.145  C65 1.090
71 H 4.638 -1.454 -2.248  C65 1.090
72 H 4.273 -2.132 -0.734  C65 1.090
73 C -3.958 -3.596 -1.129  O74 1.254, N75 1.279, H78 1.101
74 O -4.603 -2.863 -1.915  C73 1.254
75 N -4.469 -4.577 -0.485  C73 1.279, C76 1.466, C77 1.499
76 C -3.739 -5.578 0.298  N75 1.466, H79 1.090, H80 1.090, H81 1.090
77 C -5.840 -5.087 -0.813  N75 1.499, H82 1.090, H83 1.090, H84 1.090
78 H -2.923 -3.410 -0.804  C73 1.101
79 H -4.310 -5.855 1.184  C76 1.090
80 H -2.923 -5.104 0.844  C76 1.090
81 H -3.541 -6.521 -0.211  C76 1.090
82 H -6.303 -4.443 -1.560  C77 1.090
83 H -5.840 -6.034 -1.352  C77 1.090
84 H -6.515 -5.058 0.043  C77 1.090
85 C 2.235 3.925 2.550  O86 1.234, N87 1.336, H90 1.101
86 O 1.388 3.380 3.262  C85 1.234
87 N 3.253 3.291 1.962  C85 1.336, C88 1.468, C89 1.482
88 C 4.258 4.071 1.229  N87 1.468, H91 1.090, H92 1.090, H93 1.090
89 C 3.454 1.825 1.886  N87 1.482, H94 1.090, H95 1.090, H96 1.090
90 H 2.274 4.972 2.209  C85 1.101
91 H 4.015 5.133 1.189  C88 1.090
92 H 4.472 3.839 0.186  C88 1.090
93 H 5.288 3.997 1.578  C88 1.090
94 H 3.240 1.468 0.878  C89 1.090
95 H 4.437 1.636 2.317  C89 1.090
96 H 2.734 1.331 2.538  C89 1.090
97 C 3.883 -4.124 1.565  O98 1.262, N99 1.376, H102 1.101
98 O 3.536 -5.234 1.075  C97 1.262
99 N 3.017 -3.096 1.862  C97 1.376, C100 1.457, C101 1.463
100 C 3.559 -1.783 2.186  N99 1.457, H103 1.090, H104 1.090, H105 1.090
101 C 1.587 -3.011 1.569  N99 1.463, H106 1.090, H107 1.090, H108 1.090
102 H 4.931 -3.792 1.615  C97 1.101
103 H 4.624 -1.658 2.382  C100 1.090
104 H 3.085 -1.205 2.979  C100 1.090
105 H 3.415 -1.166 1.299  C100 1.090
106 H 1.268 -2.975 2.611  C101 1.090
107 H 1.259 -2.130 1.016  C101 1.090
108 H 1.128 -3.881 1.099  C101 1.090
109 C -1.482 -1.163 0.008  O110 1.255, N111 1.386, H114 1.101
110 O -2.199 -1.818 0.802  C109 1.255
111 N -0.699 -0.047 0.263  C109 1.386, C112 1.433, C113 1.468
112 C 0.066 0.529 -0.803  N111 1.433, H115 1.090, H116 1.090, H117 1.090
113 C -0.607 0.611 1.571  N111 1.468, H118 1.090, H119 1.090, H120 1.090
114 H -1.409 -1.417 -1.061  C109 1.101
115 H 1.056 0.660 -0.366  C112 1.090
116 H -0.446 1.460 -1.043  C112 1.090
117 H 0.062 -0.099 -1.694  C112 1.090
118 H -0.476 1.683 1.419  C113 1.090
119 H -1.536 0.383 2.094  C113 1.090
120 H 0.331 0.350 2.060  C113 1.090
121 C -6.299 0.210 5.693  O122 1.237, N123 1.373, H126 1.101
122 O -6.123 -0.699 6.514  C121 1.237
123 N -5.413 0.491 4.682  C121 1.373, C124 1.485, C125 1.448
124 C -5.674 1.647 3.786  N123 1.485, H127 1.090, H128 1.090, H129 1.090
125 C -4.162 -0.222 4.522  N123 1.448, H130 1.090, H131 1.090, H132 1.090
126 H -7.298 0.659 5.583  C121 1.101
127 H -6.733 1.755 3.554  C124 1.090
128 H -5.219 1.517 2.804  C124 1.090
129 H -5.294 2.580 4.203  C124 1.090
130 H -3.271 0.385 4.367  C125 1.090
131 H -4.006 -0.867 5.387  C125 1.090
132 H -4.216 -0.871 3.648  C125 1.090
133 C 0.772 -3.840 -1.892  O134 1.246, N135 1.334, H138 1.101
134 O -0.137 -3.036 -2.173  C133 1.246
135 N 0.639 -5.163 -1.786  C133 1.334, C136 1.431, C137 1.473
136 C 1.738 -6.050 -1.556  N135 1.431, H139 1.090, H140 1.090, H141 1.090
137 C -0.689 -5.731 -2.076  N135 1.473, H142 1.090, H143 1.090, H144 1.090
138 H 1.834 -3.643 -1.679  C133 1.101
139 H 1.638 -6.732 -2.401  C136 1.090
140 H 1.555 -6.591 -0.628  C136 1.090
141 H 2.670 -5.487 -1.613  C136 1.090
142 H -0.886 -5.737 -3.149  C137 1.090
143 H -0.635 -6.737 -1.660  C137 1.090
144 H -1.447 -5.126 -1.578  C137 1.090
145 C 0.341 2.661 -4.479  O146 1.220, N147 1.350, H150 1.101
146 O 0.124 1.927 -3.529  C145 1.220
147 N 0.343 2.200 -5.749  C145 1.350, C148 1.455, C149 1.445
148 C 0.321 0.769 -6.013  N147 1.455, H151 1.090, H152 1.090, H153 1.090
149 C 0.541 3.057 -6.895  N147 1.445, H154 1.090, H155 1.090, H156 1.090
150 H 0.320 3.762 -4.472  C145 1.101
151 H -0.578 0.414 -6.516  C148 1.090
152 H 0.256 0.146 -5.121  C148 1.090
153 H 1.232 0.435 -6.510  C148 1.090
154 H 0.160 4.069 -6.761  C149 1.090
155 H 1.620 2.995 -7.035  C149 1.090
156 H -0.039 2.681 -7.738  C149 1.090
157 C 3.205 0.161 -4.234  O158 1.253, N159 1.356, H162 1.101
158 O 3.944 1.172 -4.277  C157 1.253
159 N 3.394 -1.034 -4.845  C157 1.356, C160 1.455, C161 1.449
160 C 2.479 -2.151 -4.666  N159 1.455, H163 1.090, H164 1.090, H165 1.090
161 C 4.676 -1.375 -5.429  N159 1.449, H166 1.090, H167 1.090, H168 1.090
162 H 2.259 0.174 -3.672  C157 1.101
163 H 2.469 -2.535 -5.686  C160 1.090
164 H 1.451 -1.882 -4.423  C160 1.090
165 H 2.942 -2.886 -4.009  C160 1.090
166 H 5.299 -0.532 -5.726  C161 1.090
167 H 5.388 -1.995 -4.884  C161 1.090
168 H 4.503 -1.975 -6.323  C161 1.090
169 C -0.929 -2.681 -5.505  O170 1.228, N171 1.331, H174 1.101
170 O -0.354 -2.849 -6.578  C169 1.228
171 N -1.990 -1.892 -5.354  C169 1.331, C172 1.453, C173 1.436
172 C -2.579 -1.647 -4.049  N171 1.453, H175 1.090, H176 1.090, H177 1.090
173 C -2.648 -1.166 -6.404  N171 1.436, H178 1.090, H179 1.090, H180 1.090
174 H -0.531 -3.121 -4.578  C169 1.101
175 H -2.408 -2.372 -3.253  C172 1.090
176 H -3.654 -1.661 -4.229  C172 1.090
177 H -2.340 -0.679 -3.608  C172 1.090
178 H -3.705 -1.401 -6.285  C173 1.090
179 H -2.477 -0.116 -6.166  C173 1.090
180 H -2.327 -1.644 -7.330  C173 1.090

Results
Energy relative to the best compared isomer or geometry (same formula, charge and spin)   12.6392 eV
E_tot   -3727.44658 hartree
Gap between HOMO and LUMO   0.325 hartree
E_HOMO   -8.67 eV
Net charge   0